Entry 1:
Molecular formula: C2H10N2O2
Method: DFT, wB97M-V/def2-TZVPD

```
16
C2H10N2O2 (wB97M-V/def2-TZVPD)
C -0.9546 -1.9584 0.8443
N -0.0217 -0.8367 0.4098
C 0.7691 -0.9778 -0.6111
N 1.0368 -1.8277 -1.6313
H -1.2382 -2.6907 0.0487
H -0.5170 -2.2887 1.8245
H -1.9238 -1.5992 1.2013
H 1.7019 -0.2481 -0.6228
H 1.6864 -1.5458 -2.3418
H 0.4132 -2.5865 -1.7080
O -0.1955 2.0625 0.9907
H -0.3550 2.1565 1.9413
H -0.3908 1.0912 0.9422
O 0.0181 3.7534 -0.8224
H 0.0744 2.9951 -0.2199
H -0.1032 4.5009 -0.2456
```

Highest occupied orbital energy: -9.46 eV
LUMO level: 0.639 eV
ΔE to the lowest compared entry with this formula, charge and spin: 31.3 kcal per mole
SMILES: C/N=C\N.O.O
Multiplicity: 1
Largest force on an atom: 4.42 eV/A
Frontier orbital gap: 0.37112 Eh

=====

Entry 2:
Molecular formula: C2H10N2O2
Method: DFT, wB97M-V/def2-TZVPD

```
16
C2H10N2O2 (wB97M-V/def2-TZVPD)
H -1.1190 1.4406 1.9636
N -0.9458 0.6176 1.5116
C 0.3442 0.4889 1.5315
N 0.9688 -0.0739 0.4617
C 2.1487 0.5429 -0.0330
H 1.1139 0.9033 2.2268
H 0.3631 -0.7452 -0.0186
H 2.4869 0.2435 -1.0467
H 2.9767 0.5395 0.7654
H 1.9668 1.6597 -0.2228
O -2.4499 -0.9427 -0.2691
H -3.0475 -1.5136 0.2679
H -2.0583 -0.2605 0.3802
O -0.9620 -0.8429 -2.8761
H -1.5754 -0.7946 -2.1276
H -0.2114 -1.2624 -2.5148
```

Highest occupied orbital energy: -9.14 eV
LUMO level: 0.822 eV
ΔE to the lowest compared entry with this formula, charge and spin: 30.7 kcal per mole
SMILES: [H]/N=C/NC.O.O
Multiplicity: 1
Largest force on an atom: 3.67 eV/A
Frontier orbital gap: 0.36611 Eh

=====

Entry 3:
Molecular formula: C2H10N2O3
Method: DFT, wB97M-V/def2-TZVPD

```
17
C2H10N2O3 (wB97M-V/def2-TZVPD)
N 0.9367 -0.8555 1.1171
C 1.4175 -0.6624 -0.2084
C 0.3474 -0.2696 -1.2138
N -0.4881 -1.3031 -1.5269
O 0.2399 0.8058 -1.7777
H 0.9149 -1.7472 1.5645
H 0.7185 -0.0186 1.6329
H 2.2050 0.1459 -0.2447
H 1.9980 -1.5363 -0.5308
H -0.3181 -2.1954 -1.0969
H -1.2915 -0.8615 -2.0021
O -2.7584 0.4525 0.5548
H -2.2890 -0.2400 1.0497
H -1.9374 0.8446 0.2134
O -0.0467 2.1888 0.9899
H 0.3993 2.1726 0.1330
H -0.0480 3.0793 1.3458
```

Highest occupied orbital energy: -9.15 eV
LUMO level: 0.622 eV
ΔE to the lowest compared entry with this formula, charge and spin: 23.5 kcal per mole
SMILES: NCC(N)=O.O.O
Multiplicity: 1
Largest force on an atom: 2.29 eV/A
Frontier orbital gap: 0.35924 Eh

=====

Entry 4:
Molecular formula: C2H10N2O3
Method: DFT, wB97M-V/def2-TZVPD

```
17
C2H10N2O3 (wB97M-V/def2-TZVPD)
N 0.7293 -0.6781 1.2458
C 0.8847 -1.1879 -0.1068
C 0.1141 -0.2825 -1.0650
N 0.4455 1.0186 -0.9678
O -0.8606 -0.6623 -1.6887
H 1.0841 -1.3027 1.9538
H -0.2397 -0.4704 1.4565
H 0.4251 -2.1710 -0.2055
H 1.9380 -1.2572 -0.3815
H 1.2850 1.3763 -0.5451
H -0.2046 1.7363 -1.2464
O 1.7909 2.1187 1.3847
H 1.3836 1.3647 1.8381
H 2.0746 2.7579 2.0448
O -2.8765 -0.6025 0.4036
H -2.3361 -0.7209 -0.3953
H -3.1420 -1.5113 0.5881
```

Highest occupied orbital energy: -9.86 eV
LUMO level: 0.731 eV
ΔE to the lowest compared entry with this formula, charge and spin: 10.1 kcal per mole
SMILES: NCC(N)=O.O.O
Multiplicity: 1
Largest force on an atom: 1.22 eV/A
Frontier orbital gap: 0.38902 Eh

=====

Entry 5:
Molecular formula: C2H10N2OSi
Method: DFT, wB97M-V/def2-TZVPD

```
16
C2H10N2OSi (wB97M-V/def2-TZVPD)
C -1.0695 1.6242 -0.4689
C 1.3465 1.0640 1.4446
N -0.6605 -2.2722 1.2995
N 0.4875 -1.6213 -2.0531
O -0.9641 -1.0255 0.7706
Si -0.1765 0.3433 0.5064
H -1.6051 1.0793 -1.2037
H -1.7778 2.0562 0.1501
H -0.3582 2.3853 -0.8869
H 1.1653 1.9070 2.0326
H 1.7143 0.2088 2.0495
H 2.1742 1.2473 0.6870
H 1.1712 -1.5128 -1.3140
H -1.4739 -2.8714 1.2115
H 0.3574 -0.7758 -2.6557
H -0.3307 -1.8366 -1.5694
```

Highest occupied orbital energy (alpha / beta): -6.12 / -7.75 eV
LUMO level (alpha / beta): -0.123 / 0.149 eV
ΔE to the lowest compared entry with this formula, charge and spin: 142.5 kcal per mole
Multiplicity: 1
Largest force on an atom: 3.82 eV/A
Frontier orbital gap (alpha / beta): 0.22056 / 0.29019 Eh

=====

Entry 6:
Molecular formula: C2H10N3
Method: DFT, wB97M-V/def2-TZVPD

```
15
C2H10N3 (wB97M-V/def2-TZVPD)
C -0.5279 -0.0840 1.3526
N 0.2176 -1.3087 1.4175
H -1.5808 -0.3322 1.2301
H -0.4222 0.5512 2.2157
H 1.0721 -1.2894 1.9484
H -0.3210 -2.1494 1.5289
N -0.1116 0.7655 0.2215
C -0.2318 0.1507 -1.1429
N 0.8866 0.5553 -1.9513
H 0.8942 0.9392 0.3740
H -0.6369 1.6975 0.2612
H -0.2122 -0.9174 -0.9581
H -1.1695 0.4966 -1.5595
H 0.6255 1.1155 -2.7481
H 1.5178 -0.1905 -2.1899
```

Highest occupied orbital energy (alpha / beta): -2.93 / -10.02 eV
LUMO level (alpha / beta): 1.024 / 0.766 eV
ΔE to the lowest compared entry with this formula, charge and spin: 33.7 kcal per mole
Multiplicity: 2
Largest force on an atom: 1.08 eV/A
Frontier orbital gap (alpha / beta): 0.14532 / 0.39653 Eh

=====

Entry 7:
Molecular formula: C2H10N3
Method: DFT, wB97M-V/def2-TZVPD

```
15
C2H10N3 (wB97M-V/def2-TZVPD)
N -0.2912 1.6818 0.3189
C -0.6742 1.1158 -0.7977
N -1.9282 0.9194 -1.1278
H -0.9444 1.9928 1.0230
H 0.6950 1.6908 0.5299
H 0.0921 0.8456 -1.5120
H -2.1585 0.3687 -1.9392
H -2.6860 1.2202 -0.5319
C 1.3733 -1.2542 1.0773
N 0.7795 -1.3015 -0.2618
H 1.4039 -2.2130 1.5928
H 0.7748 -0.5878 1.7005
H 2.3867 -0.8687 1.0174
H 1.3176 -1.8869 -0.8895
H -0.1405 -1.7230 -0.1998
```

Highest occupied orbital energy: -13.40 eV
LUMO level: -3.400 eV
ΔE to the lowest compared entry with this formula, charge and spin: 15.3 kcal per mole
Multiplicity: 1
Largest force on an atom: 0.29 eV/A
Frontier orbital gap: 0.36760 Eh
Total charge: +1

=====

Entry 8:
Molecular formula: C2H10N3
Method: DFT, wB97M-V/def2-TZVPD

```
15
C2H10N3 (wB97M-V/def2-TZVPD)
C -2.0738 -0.7884 -1.9178
N -0.9852 0.0591 -1.4171
H -2.0443 -0.8760 -2.9933
H -1.9859 -1.7912 -1.4760
H -3.0586 -0.4537 -1.5855
H -1.1452 1.0411 -1.6239
H -0.0902 -0.2730 -1.7597
H -0.7013 0.0159 -0.1850
N 2.0708 0.7630 1.7270
C 1.3113 -0.0227 0.9628
N 0.0191 -0.0078 0.9450
H 3.0492 0.5461 1.8068
H 1.5913 1.3152 2.4215
H 1.9276 -0.7364 0.4072
H -0.4167 0.2947 1.8123
```

Highest occupied orbital energy: -14.45 eV
LUMO level: -2.905 eV
ΔE to the lowest compared entry with this formula, charge and spin: 22.0 kcal per mole
Multiplicity: 1
Largest force on an atom: 1.27 eV/A
Frontier orbital gap: 0.42413 Eh
Total charge: +1

=====

Entry 9:
Molecular formula: C2H10N3OS
Method: DFT, wB97M-V/def2-TZVPD

```
17
C2H10N3OS (wB97M-V/def2-TZVPD)
N 1.2972 1.4365 0.3206
C 0.8833 0.0117 -0.0082
N 0.9902 -0.8450 1.2384
N 1.9613 -0.5122 -0.9804
C -0.5416 -0.1192 -0.8110
S -1.9735 0.8165 -0.0176
O -3.0173 -0.4297 0.5985
H 0.8288 1.8013 1.1789
H 1.1849 2.0719 -0.5032
H 0.4710 -1.7467 1.1572
H 0.7592 -0.3199 2.1110
H 1.4508 -0.7902 -1.8666
H 2.2907 -1.4044 -0.5509
H -0.4252 0.3201 -1.9142
H -0.9218 -1.2342 -0.9493
H -1.5177 1.5949 1.0821
H -3.7203 -0.6514 -0.0852
```

Highest occupied orbital energy: -13.49 eV
LUMO level: -5.446 eV
ΔE to the lowest compared entry with this formula, charge and spin: 41.6 kcal per mole
Multiplicity: 1
Largest force on an atom: 2.90 eV/A
Frontier orbital gap: 0.29550 Eh
Total charge: +1

=====

Entry 10:
Molecular formula: C2H10N4
Method: DFT, wB97M-V/def2-TZVPD

```
16
C2H10N4 (wB97M-V/def2-TZVPD)
C -2.1769 0.3498 -0.3649
N -1.1935 -0.2346 -1.2680
N 0.1461 0.0703 -1.0125
N 0.6087 -0.3330 0.2691
C 1.9848 -0.7835 0.1677
N 0.4129 0.6819 1.2415
H -2.0720 1.4344 -0.3995
H -2.0687 0.0225 0.6746
H -3.1662 0.0790 -0.7285
H -1.2751 -1.2481 -1.2621
H 0.2712 1.0767 -1.1480
H 2.6788 0.0375 -0.0666
H 2.2752 -1.2383 1.1151
H 2.0383 -1.5279 -0.6215
H 1.1809 1.3604 1.2440
H 0.3556 0.2530 2.1596
```

Highest occupied orbital energy: -8.55 eV
LUMO level: 1.102 eV
ΔE to the lowest compared entry with this formula, charge and spin: 70.2 kcal per mole
SMILES: CNNN(C)N
Multiplicity: 1
Largest force on an atom: 0.43 eV/A
Frontier orbital gap: 0.35485 Eh